[1]
Molecular formula: C36H71BrN6O7
Method: DFT, wB97M-V/def2-TZVPD

ORCA input file:
```
! RIJCOSX wB97M-V def2-TZVPD def2/J DEFGRID3
* xyz 1 4
C 2.69811 -0.70054 -2.73191
C 2.78393 0.70456 -3.34121
Br 3.79420 0.71015 -5.00290
C 1.42921 1.37202 -3.56349
N 1.56811 2.82996 -3.26068
C 0.36906 3.49206 -3.06148
N -0.48737 3.93794 -4.06342
C -1.47191 2.93725 -4.55250
C -2.51324 2.55315 -3.50273
C -2.87986 1.09156 -3.55368
O -4.02282 0.67271 -3.59021
O -1.78179 0.25275 -3.47400
N 0.02266 3.72998 -1.84160
C 0.81756 3.35233 -0.68038
C 2.01634 4.28324 -0.51442
O 1.90118 5.48066 -0.46055
O 3.21634 3.68001 -0.43276
H 3.12642 -1.43369 -3.39387
H 3.26688 -0.72223 -1.81179
H 1.67928 -0.95990 -2.47966
H 3.33790 1.35086 -2.67878
H 0.65233 0.92835 -2.95782
H 1.19626 1.27096 -4.61583
H 2.11894 3.28568 -3.97783
H 0.10351 4.22103 -4.83564
H -2.00144 3.41205 -5.36342
H -1.00854 2.05038 -4.96633
H -2.16516 2.74564 -2.49476
H -3.42234 3.10820 -3.66488
H -1.77016 -0.31186 -4.24999
H -0.83291 4.23689 -1.67883
H 1.08237 2.30723 -0.70093
H 0.18635 3.48102 0.18884
H 3.03786 2.74392 -0.31998
C -5.28330 -1.10123 -0.97419
C -4.74444 -0.65813 0.40514
C -3.45729 -1.41362 0.72621
C -3.68590 -2.87463 1.09851
C -4.71403 -2.99669 2.22224
C -6.02432 -2.26889 1.91735
N -5.75986 -0.86646 1.47554
O -5.50370 -0.11111 2.48935
C -6.81835 -3.04114 0.84801
C -6.90479 -2.25513 3.16062
C -4.43749 0.82992 0.28166
H -4.82162 -0.49756 -1.75130
H -5.05223 -2.13840 -1.21371
H -6.36166 -0.96427 -1.04763
H -2.94420 -0.91801 1.55726
H -2.78623 -1.34996 -0.13576
H -4.00229 -3.44779 0.22472
H -2.73951 -3.31507 1.42034
H -4.92901 -4.04834 2.42027
H -4.27973 -2.59190 3.14154
H -7.69269 -2.47252 0.53027
H -7.17042 -3.98425 1.26382
H -6.23675 -3.29524 -0.03513
H -6.39633 -1.82281 4.01956
H -7.17509 -3.27775 3.41938
H -7.82270 -1.69321 2.98587
H -5.34298 1.40342 0.07828
H -3.74287 0.98007 -0.54745
H -3.97125 1.23182 1.17968
C -2.83016 -5.76531 -1.08017
C -1.34146 -5.73633 -1.49111
C -1.14377 -6.48481 -2.80968
C -1.24428 -8.00275 -2.66669
C -0.30911 -8.50974 -1.56908
C -0.50409 -7.79427 -0.23259
N -0.48069 -6.31372 -0.42010
O 0.73147 -5.88869 -0.54087
C -1.82390 -8.24468 0.41970
C 0.59904 -8.20450 0.73493
C -0.98888 -4.26594 -1.68771
H -3.36296 -4.92358 -1.52234
H -3.35658 -6.65847 -1.41196
H -2.94178 -5.67863 0.00023
H -0.15898 -6.23723 -3.21900
H -1.88053 -6.12776 -3.53317
H -2.27479 -8.30363 -2.46051
H -0.97848 -8.47287 -3.61473
H -0.45321 -9.58122 -1.42147
H 0.72561 -8.37827 -1.90032
H -2.03679 -7.65219 1.31024
H -1.74343 -9.28623 0.72719
H -2.68462 -8.18817 -0.24217
H 1.59132 -8.02816 0.32560
H 0.51451 -9.26984 0.94339
H 0.51523 -7.66439 1.67862
H -1.09287 -3.70900 -0.75404
H -1.66764 -3.83177 -2.42225
H 0.02659 -4.13179 -2.05726
C 4.33103 5.93264 1.74201
C 5.01228 5.14193 2.88004
C 4.29958 5.39644 4.20853
C 4.57951 6.78110 4.79091
C 6.08299 7.04007 4.88139
C 6.81412 6.81674 3.55769
N 6.45686 5.48931 2.97639
O 7.10571 4.54400 3.56825
C 6.48510 7.95482 2.57450
C 8.31905 6.88585 3.78510
C 4.85054 3.66999 2.51135
H 3.53328 5.35646 1.29768
H 3.87800 6.86443 2.07833
H 5.02536 6.16094 0.93333
H 4.61463 4.64092 4.93473
H 3.22426 5.26198 4.06636
H 4.09327 7.55698 4.19315
H 4.13925 6.84918 5.78695
H 6.26620 8.06136 5.21941
H 6.50814 6.37983 5.64337
H 6.89883 7.74430 1.58772
H 6.92970 8.88399 2.92822
H 5.42082 8.14848 2.46463
H 8.65132 6.18828 4.55061
H 8.58542 7.88840 4.11633
H 8.86578 6.67340 2.86577
H 5.36149 3.43515 1.57580
H 3.78942 3.45130 2.38549
H 5.22696 3.00027 3.28222
*
```

Its HOMO energy (alpha / beta) is -9.82 / -10.80 eV. For the molar mass, the calculation gives 779.90 g mol⁻¹. The calculation puts the total energy at -4843.10883 a.u.

Mulliken population analysis, charges in e, atoms 1 to 6: number 1, C, carries -1.07; number 2, C, carries 0.28; number 3, Br, carries -0.09; number 4, C, carries -0.76; number 5, N, carries -0.02; number 6, C, carries -0.74

***

[2]
Molecular formula: C24H42CdCl6F2O25S
Method: DFT, wB97M-V/def2-TZVPD

ORCA input file:
```
! RIJCOSX wB97M-V def2-TZVPD def2/J DEFGRID3
* xyz 0 1
Cd 0.80309 5.91553 -17.17912
S 3.35786 5.73556 -17.22066
O 2.33368 5.56270 -16.11795
O 4.38277 6.71269 -16.94075
O 3.98364 4.48685 -17.48289
O 2.38569 6.11012 -18.30275
C -3.93953 5.11198 -19.18614
O -2.64624 5.25662 -18.76492
C -1.89367 6.28118 -18.90457
O -0.75893 6.45520 -18.40896
O -2.50819 7.19671 -19.76510
C -1.88506 8.49661 -19.85890
H -4.68799 5.70229 -18.65752
H -4.22036 4.09515 -18.91176
H -4.14879 5.16821 -20.25439
H -1.99035 9.10595 -18.96128
H -2.16931 8.97799 -20.79462
H -0.81767 8.28959 -19.93580
C 0.68106 -0.34240 -13.97410
O 0.37232 0.52089 -12.90159
C -0.10753 1.81933 -13.14733
O -0.23565 2.30451 -14.26909
O -0.32011 2.34192 -12.04236
C -0.85510 3.72635 -11.87515
H 0.05611 -0.28449 -14.86527
H 0.74803 -1.34354 -13.54827
H 1.70040 -0.27171 -14.35362
H -0.53073 4.11668 -10.91051
H -1.94345 3.67462 -11.90537
H -0.41950 4.24147 -12.73131
C -1.48712 1.69033 -18.01131
O -0.36027 2.09396 -18.83976
C 0.31238 3.16889 -18.52206
O 0.07592 3.92892 -17.57731
O 1.26055 3.46117 -19.50923
C 1.51177 2.66851 -20.60621
H -2.23719 2.47949 -18.06356
H -1.14001 1.52706 -16.99104
H -1.89891 0.75611 -18.39309
H 1.72129 1.67041 -20.22150
H 2.38415 2.91666 -21.21076
H 0.66453 2.62037 -21.29030
C 0.31401 11.11058 -15.24516
O 0.29569 9.76429 -15.60600
C 0.80373 9.22614 -16.70419
O 0.78853 8.01695 -16.89124
O 1.31124 10.08739 -17.50444
C 2.28624 9.59601 -18.45850
H 0.15546 11.71013 -16.14154
H 1.22356 11.26640 -14.66504
H -0.56532 11.30053 -14.62970
H 2.47449 8.52359 -18.40782
H 3.29067 9.98838 -18.29954
H 2.19442 9.80560 -19.52421
C -2.84452 4.56398 -15.33734
O -2.31103 5.45641 -14.34366
C -1.11120 6.04754 -14.56223
O -0.55191 5.89302 -15.64901
O -0.68370 6.74505 -13.52725
C 0.72960 6.95643 -13.36969
H -3.90479 4.33888 -15.22221
H -2.37958 3.58018 -15.27359
H -2.65599 4.79618 -16.38550
H 1.38727 6.09012 -13.44089
H 0.99882 7.49571 -12.46151
H 0.92269 7.55209 -14.26188
C 4.41009 7.08073 -13.93627
C 3.88883 8.47783 -14.30503
O 5.06351 9.23255 -13.90757
C 5.82957 8.56735 -13.02536
O 6.81034 8.93166 -12.45243
O 5.48199 7.32633 -13.06088
F 2.89051 8.61332 -13.42075
H 4.71812 6.59531 -14.86233
H 3.67864 6.41843 -13.47320
H 3.56652 8.49898 -15.34607
C 5.07351 5.35514 -20.67103
C 5.66826 6.57548 -19.98933
O 5.50389 7.47736 -21.09554
C 5.17152 6.91998 -22.33479
O 4.96576 7.43378 -23.38800
O 5.14776 5.67152 -22.05848
F 6.91234 6.55251 -19.62390
H 4.04055 5.11901 -20.41542
H 5.50899 4.36346 -20.54840
H 4.99132 6.73919 -19.15084
C 3.07435 3.22234 -14.13162
Cl 4.24473 1.81250 -13.87512
Cl 2.56202 3.95749 -12.57973
H 3.72912 3.92825 -14.64256
H 2.22640 2.84152 -14.70087
C 3.45751 1.31299 -17.63752
Cl 2.09586 0.28546 -17.07285
Cl 4.51899 0.40267 -18.57323
H 3.14660 2.19063 -18.20424
H 4.03269 1.65179 -16.77585
C 1.23119 6.52808 -23.11051
Cl -0.07181 6.67115 -24.28813
Cl 0.66714 5.79117 -21.68993
H 1.99524 5.87733 -23.53577
H 1.55090 7.54379 -22.87767
*
```

Its HOMO energy is -8.72 eV. Its energy above the lowest of the compared OMol25 structures with the same formula, charge and spin is 0.000 eV. For the molar mass, the calculation gives 1125.77 g mol⁻¹. The calculation puts the total energy at -6347.40579 a.u.

Mulliken population analysis, charges in e, atoms 1 to 6: number 1, Cd, carries 2.50; number 2, S, carries 1.02; number 3, O, carries -0.53; number 4, O, carries -1.10; number 5, O, carries -0.70; number 6, O, carries -0.51